{"formula": "C2H2CsFO3", "method": "ωB97M-V with the def2-TZVPD basis set", "de_lowest_kj_mol": 25.7, "largest_force_ev_per_a": 3.2, "s_squared": 0.753, "e_tot_ev": -11507.3587, "spin_multiplicity": 2, "total_charge": 1, "homo_lumo_gap_ev": [8.40, 11.56], "symbols": ["H", "O", "Cs", "O", "C", "O", "C", "F", "H"], "positions_angstrom": [[2.6545, -1.4301, -0.1297], [2.7940, -0.5233, -0.4427], [-1.2121, 3.7925, -0.4038], [1.6720, 1.4090, -0.4439], [1.7643, 0.2347, -0.2311], [-1.2863, 0.1077, -0.0194], [-1.9525, -0.8501, 0.3213], [-2.3969, -0.9334, 1.5608], [-2.0371, -1.8069, -0.2115]], "forces_ev_per_a": [[-0.105, 0.162, -0.056], [0.928, -0.552, -0.189], [0.216, -0.331, 0.029], [-0.070, -0.979, 0.124], [-0.821, 1.529, 0.124], [-1.967, -1.604, 0.206], [2.853, 1.501, -0.148], [-0.555, -0.061, -0.014], [-0.480, 0.336, -0.077]], "mulliken_charge": [0.392, -0.350, 1.001, -0.368, 0.324, -0.434, 0.283, -0.158, 0.308]}